Record 1
A structure of composition C17H18BClCoN6O2 in a non-equilibrium geometry, computed with ωB97M-V/def2-TZVPD.

Cartesian coordinates (Å):
Co (0.214, -1.277, 0.535)
Cl (1.114, 2.702, 8.029)
O (2.042, -1.598, 2.940)
O (0.742, -0.032, 1.903)
N (-1.034, 2.281, -1.158)
N (-0.541, -1.723, -1.046)
N (1.693, -0.540, -0.502)
N (-0.532, -0.976, -2.231)
N (-0.411, 1.811, -2.296)
N (1.659, 0.119, -1.721)
C (-1.800, -2.796, -2.565)
C (1.395, 0.408, 6.611)
C (3.007, -0.660, -0.135)
C (0.963, 1.688, 4.151)
C (-0.485, 2.804, -3.248)
C (2.937, 0.331, -2.137)
C (3.817, -0.131, -1.155)
C (-1.414, 3.544, -1.348)
C (1.141, 1.792, 6.576)
C (-1.394, -2.774, -1.231)
C (-1.769, -1.001, 1.374)
C (1.283, 0.315, 4.176)
C (-1.105, 3.918, -2.683)
C (1.385, -0.542, 2.927)
C (0.914, 2.440, 5.344)
C (-1.229, -1.670, -3.161)
C (1.450, -0.315, 5.412)
B (0.290, 0.351, -2.469)
H (1.626, -1.389, 5.441)
H (-1.695, -3.377, -0.387)
H (-1.298, 4.878, -3.113)
H (4.898, -0.118, -1.167)
H (0.751, 2.174, 3.193)
H (0.574, 0.335, -3.658)
H (-1.601, -0.043, 0.892)
H (3.190, 0.736, -3.112)
H (-1.876, 4.161, -0.567)
H (3.299, -1.088, 0.812)
H (-1.313, -1.344, -4.193)
H (-0.118, 2.663, -4.252)
H (1.548, -0.076, 7.574)
H (-2.443, -3.537, -3.009)
H (-1.882, -0.774, 2.441)
H (-0.952, -1.849, 1.265)
H (0.701, 3.516, 5.327)
H (-2.729, -1.403, 1.029)

Computed properties:
* spin multiplicity: 4
* total energy: -81762.9094 eV
* gap between HOMO and LUMO (alpha / beta): 4.02 / 2.47 eV
* HOMO level (alpha / beta): -13.176 / -13.175 eV
* LUMO (alpha / beta): -9.16 / -10.70 eV
* total charge: +2

Record 2
A structure of composition C6H2N in a non-equilibrium geometry, computed with ωB97M-V/def2-TZVPD.

Cartesian coordinates (Å):
N (-1.591, -0.199, 0.723)
C (1.175, 1.311, 0.064)
C (0.030, 1.805, 0.447)
C (-0.887, -1.095, 0.088)
C (-0.975, 0.895, 0.106)
C (-0.158, -0.178, -0.747)
C (1.198, 0.073, -0.489)
H (-0.856, -2.083, 0.440)
H (2.065, -0.529, -0.631)

Computed properties:
* total energy: -7726.4055 eV
* gap between HOMO and LUMO (alpha / beta): 8.34 / 8.47 eV
* HOMO level (alpha / beta): -16.223 / -16.209 eV
* LUMO (alpha / beta): -7.88 / -7.74 eV
* total charge: +1

Record 3
A structure of composition C44H78AlBrFO25 in a non-equilibrium geometry, computed with ωB97M-V/def2-TZVPD.

Cartesian coordinates (Å):
Br (-2.584, -3.608, -1.380)
Al (-0.842, -1.219, 1.478)
F (1.903, -1.360, 2.298)
O (1.743, 8.019, 4.150)
O (-1.140, 0.384, -6.146)
O (-0.266, -5.843, 9.622)
O (-0.333, -4.511, -8.623)
O (5.190, -7.219, -10.425)
O (-0.127, 3.324, 9.424)
O (5.464, 4.573, -7.987)
O (3.873, 2.992, -8.388)
O (-3.313, 0.522, 8.923)
O (4.813, -6.846, -12.641)
O (-2.731, 1.580, 7.100)
O (1.807, 8.854, 2.136)
O (1.501, 6.610, 2.378)
O (4.731, 3.383, -6.314)
O (-2.402, 0.976, 2.770)
O (1.038, -4.427, 8.600)
O (0.914, -3.525, -6.992)
O (1.986, 3.179, 9.936)
O (3.787, -5.592, -11.183)
O (1.928, -5.746, 10.231)
O (-1.199, 0.687, -8.403)
O (1.028, -5.691, -7.223)
O (-3.345, -0.609, 6.943)
O (-2.781, -0.484, -7.464)
O (0.456, 2.245, 11.343)
C (4.613, 3.588, -7.639)
C (2.324, -3.839, 8.416)
C (0.001, -3.455, 4.786)
C (0.996, -5.376, 9.554)
C (-5.956, 0.770, 0.739)
C (4.652, -6.614, -11.323)
C (0.741, 2.854, 10.337)
C (-1.797, 3.968, 1.996)
C (0.631, -6.887, -7.890)
C (0.455, -4.568, -7.707)
C (-0.362, -3.350, 3.513)
C (1.979, 1.873, 0.777)
C (-2.516, 1.592, 5.687)
C (-1.809, 3.015, 0.675)
C (-4.851, 0.411, 1.839)
C (1.667, 7.714, 2.841)
C (3.881, 2.358, -5.801)
C (-1.497, 3.050, 9.722)
C (-5.719, 1.891, -0.377)
C (0.389, -2.261, -7.396)
C (-1.257, -2.079, -1.347)
C (-7.407, 0.037, 0.673)
C (5.446, 4.899, -9.375)
C (-3.467, 1.156, 1.835)
C (-3.377, -1.049, -6.296)
C (0.000, 1.452, -8.300)
C (3.520, -5.234, -9.828)
C (1.746, 8.679, 0.722)
C (1.232, 1.035, 1.973)
C (-1.527, 3.813, -0.702)
C (-1.810, -0.953, -0.325)
C (1.070, -0.481, 1.439)
C (-4.320, 2.611, -0.390)
C (-0.657, -3.250, 1.917)
C (1.609, 6.897, 5.021)
C (-2.040, -0.439, 2.943)
C (-3.242, 2.247, 0.695)
C (-3.757, -0.666, 9.575)
C (-1.047, -1.561, -2.867)
C (-1.654, 0.213, -7.226)
C (5.710, -7.913, -12.941)
C (-0.460, -6.863, 10.599)
C (-3.149, 0.394, 7.587)
C (3.018, 2.740, 10.816)
H (-1.436, -0.515, 3.941)
H (5.745, 4.037, -9.977)
H (0.815, 0.840, -7.903)
H (-0.445, -7.047, -7.785)
H (-8.153, 0.737, 1.220)
H (3.064, -6.069, -9.290)
H (0.664, -2.042, -8.431)
H (3.032, 1.420, 0.571)
H (3.974, 3.055, 10.395)
H (5.342, -8.855, -12.528)
H (-0.757, 3.974, 2.484)
H (1.150, -7.724, -7.420)
H (0.826, -1.495, -6.753)
H (-7.784, 0.000, -0.431)
H (2.555, 8.028, 0.379)
H (2.241, -3.091, 7.626)
H (2.830, 2.614, -5.958)
H (-2.183, 2.593, 5.407)
H (-4.275, -1.586, -6.606)
H (0.235, -3.664, 1.298)
H (-2.106, 3.473, 8.921)
H (0.774, 8.277, 0.425)
H (2.655, -3.340, 9.330)
H (2.412, 6.176, 4.848)
H (3.019, 1.650, 10.896)
H (-4.164, 3.426, -1.199)
H (-2.980, -1.104, 3.118)
H (-0.441, 4.215, -0.760)
H (4.457, 5.256, -9.674)
H (2.008, 0.991, 2.844)
H (-0.240, -6.484, 11.601)
H (6.712, -7.691, -12.565)
H (-4.735, -0.972, 9.195)
H (2.151, 2.980, 1.041)
H (-1.758, 0.128, -0.723)
H (0.039, -1.213, -3.021)
H (-1.731, -0.691, -3.172)
H (4.060, 2.281, -4.728)
H (5.763, -8.010, -14.027)
H (-3.026, -1.470, 9.452)
H (-1.010, 2.168, 0.733)
H (0.631, 6.425, 4.894)
H (-3.444, 1.376, 5.153)
H (0.156, -7.737, 10.372)
H (-2.927, -1.198, -0.133)
H (-1.217, -2.483, -3.555)
H (-1.509, -7.162, 10.566)
H (1.686, 7.259, 6.048)
H (-0.158, 2.336, -7.677)
H (-6.555, 2.150, -1.141)
H (-0.245, -2.467, -0.955)
H (0.275, 1.782, -9.303)
H (2.906, 3.200, 11.801)
H (-2.193, 5.033, 1.742)
H (3.051, -4.592, 8.101)
H (-1.675, 1.974, 9.757)
H (-1.736, 0.880, 5.409)
H (-3.853, -0.448, 10.640)
H (-2.530, 3.565, 2.810)
H (-1.637, -3.805, 1.668)
H (-3.669, -0.264, -5.594)
H (-0.697, -2.238, -7.271)
H (4.434, -4.905, -9.328)
H (6.167, 5.701, -9.539)
H (1.446, -0.560, 0.334)
H (1.871, 9.658, 0.258)
H (0.916, -6.853, -8.944)
H (-1.788, 3.524, 10.663)
H (0.455, -3.262, 5.833)
H (-7.395, -1.036, 1.082)
H (-2.697, -1.759, -5.821)
H (-2.248, 4.699, -0.858)
H (4.117, 1.395, -6.261)
H (-5.087, -0.392, 2.623)
H (-1.620, 3.040, -1.569)
H (2.813, -4.402, -9.833)
H (0.250, 1.520, 2.317)
H (1.313, 1.727, -0.170)

Computed properties:
* total energy: -177428.9600 eV
* gap between HOMO and LUMO: 6.74 eV
* HOMO level: -5.008 eV
* LUMO: 1.73 eV
* total charge: -1

Record 4
A structure of composition C36H46GeN4O5Re, computed with ωB97M-V/def2-TZVPD.

Cartesian coordinates (Å):
Re (-2.067, -0.055, -1.040)
Ge (2.760, 0.010, 2.367)
O (-3.401, 5.366, -4.535)
O (-3.613, 0.793, -0.080)
O (0.104, -0.338, 1.291)
O (-2.182, 1.356, -2.396)
O (-0.915, 1.157, 0.033)
N (-3.808, -0.915, -2.152)
N (-0.131, -0.485, -1.999)
N (-2.112, -1.577, 0.523)
N (-1.782, -2.796, -2.051)
C (3.428, 0.836, -1.752)
C (-4.311, 4.906, -2.463)
C (4.366, -1.332, -1.339)
C (-3.023, -3.133, -2.742)
C (3.908, -1.277, -0.027)
C (0.744, -1.471, 3.907)
C (-4.446, 4.090, -1.393)
C (0.373, 1.943, 1.928)
C (-2.782, 3.301, -3.487)
C (-4.935, 2.434, 0.931)
C (-0.124, 0.832, 1.044)
C (2.625, -2.771, 3.206)
C (-3.775, 2.830, -1.300)
C (6.681, 1.318, 3.194)
C (-2.911, 2.470, -2.384)
C (-1.211, -2.758, 0.377)
C (4.745, -0.175, 4.505)
C (0.440, -1.822, -2.326)
C (4.484, 0.303, 3.221)
C (1.954, -1.549, 3.219)
C (1.781, 1.731, 2.526)
C (-1.581, -3.593, -0.835)
C (3.186, -0.181, 0.448)
C (6.925, 0.836, 4.474)
C (5.469, 1.052, 2.576)
C (5.957, 0.088, 5.128)
C (-0.616, -2.721, -2.923)
C (0.208, -2.581, 4.545)
C (0.876, -3.799, 4.497)
C (2.087, -3.892, 3.827)
C (4.135, -0.271, -2.204)
C (-3.471, 4.512, -3.536)
C (-4.052, 2.001, -0.196)
C (2.952, 0.870, -0.445)
C (-2.568, 5.075, -5.665)
C (-4.158, -2.359, -2.110)
H (0.868, -2.231, -1.412)
H (-0.183, -3.707, -3.129)
H (3.593, -2.857, 2.724)
H (-2.115, 2.997, -4.279)
H (-5.096, 4.398, -0.587)
H (-0.720, -2.494, 5.096)
H (-0.200, -2.364, 0.337)
H (-5.100, -2.536, -2.630)
H (1.269, -1.697, -3.021)
H (0.285, 2.895, 1.406)
H (7.871, 1.041, 4.958)
H (-4.300, -2.646, -1.067)
H (-3.238, -4.206, -2.730)
H (-3.055, -1.888, 0.750)
H (2.451, 1.772, -0.103)
H (-4.902, 1.687, 1.719)
H (-0.165, 0.085, -2.845)
H (-2.503, -4.139, -0.622)
H (4.153, -2.094, 0.642)
H (5.300, 1.424, 1.570)
H (-4.616, 3.397, 1.327)
H (-1.527, 4.989, -5.356)
H (4.939, -2.188, -1.674)
H (-1.272, -3.370, 1.279)
H (-3.683, -0.648, -3.129)
H (7.437, 1.898, 2.680)
H (4.532, -0.294, -3.211)
H (1.774, 1.987, 3.585)
H (-1.750, -1.088, 1.347)
H (-5.967, 2.541, 0.593)
H (2.624, -4.831, 3.807)
H (6.147, -0.291, 6.123)
H (-0.366, 1.977, 2.737)
H (-2.684, 5.920, -6.335)
H (3.287, 1.691, -2.404)
H (-0.936, -2.305, -3.881)
H (2.475, 2.438, 2.067)
H (-0.806, -4.351, -0.990)
H (-2.903, 4.163, -6.159)
H (-4.609, -0.373, -1.833)
H (4.000, -0.765, 5.027)
H (0.558, -0.019, -1.400)
H (0.211, -0.527, 3.958)
H (-4.825, 5.854, -2.533)
H (-2.937, -2.842, -3.791)
H (0.466, -4.665, 5.001)

Computed properties:
* spin multiplicity: 4
* total energy: -112911.4201 eV
* gap between HOMO and LUMO (alpha / beta): 6.57 / 5.44 eV
* HOMO level (alpha / beta): -12.428 / -12.428 eV
* LUMO (alpha / beta): -5.86 / -6.99 eV
* total charge: +2

Record 5
A structure of composition C27H37BrF4PRhSb2Se4Si3, computed with ωB97M-V/def2-TZVPD.

Cartesian coordinates (Å):
Sb (-0.737, 2.325, -1.926)
Sb (4.128, 0.085, 1.786)
Rh (-0.613, 0.184, -0.317)
Br (-2.997, 0.820, 1.040)
Se (3.290, -1.541, 3.380)
Se (1.803, 0.440, 0.204)
Se (3.287, 1.608, 3.505)
Se (1.963, -0.983, -1.528)
P (-0.950, -1.759, 0.983)
Si (0.809, 2.489, -3.948)
Si (-3.093, 2.662, -2.859)
Si (-0.305, 4.371, -0.477)
F (-5.827, -0.063, 1.079)
F (-6.890, -2.521, 1.132)
F (-5.283, -4.694, 1.173)
F (-2.649, -4.433, 1.165)
C (0.106, -4.760, -1.535)
C (0.504, 4.054, -4.932)
C (1.476, 4.323, 0.097)
C (-3.772, 0.936, -3.122)
C (-0.180, -3.255, 0.324)
C (-0.605, -2.738, 4.941)
C (1.195, -5.342, -0.894)
C (-3.376, -3.314, 1.094)
C (-0.602, -1.714, 2.760)
C (-4.753, -3.479, 1.120)
C (0.916, -3.829, 0.958)
C (0.127, -0.459, 4.685)
C (0.426, 0.977, -4.981)
C (-0.110, -0.540, 3.316)
C (-5.573, -2.377, 1.106)
C (-0.660, 5.968, -1.390)
C (1.603, -4.871, 0.344)
C (-3.639, -0.968, 1.036)
C (-0.121, -1.555, 5.494)
C (-0.847, -2.820, 3.581)
C (-1.431, 4.203, 1.012)
C (-5.011, -1.115, 1.074)
C (-3.124, 3.612, -4.472)
C (-0.567, -3.708, -0.937)
C (-4.143, 3.578, -1.606)
C (2.588, 2.488, -3.378)
C (-2.777, -2.067, 1.027)
H (-0.789, -3.599, 5.574)
H (0.538, 0.452, 5.098)
H (-4.166, 3.794, -4.772)
H (-1.212, -3.749, 3.155)
H (-1.292, 5.059, 1.685)
H (1.630, 3.542, 0.848)
H (2.829, 3.393, -2.812)
H (-2.489, 4.163, 0.735)
H (0.111, 0.307, 2.686)
H (-0.494, 4.079, -5.378)
H (-4.814, 0.971, -3.462)
H (-0.616, 6.822, -0.700)
H (-0.618, 0.975, -5.308)
H (-0.207, -5.118, -2.508)
H (1.060, 0.950, -5.875)
H (0.077, 6.139, -2.184)
H (-1.392, -3.232, -1.457)
H (-1.653, 5.957, -1.854)
H (1.738, 5.285, 0.555)
H (1.732, -6.156, -1.368)
H (-3.771, 4.595, -1.432)
H (3.238, 2.468, -4.263)
H (1.240, 4.114, -5.745)
H (-3.186, 0.396, -3.872)
H (0.603, 0.067, -4.404)
H (2.465, -5.306, 0.838)
H (-2.624, 4.583, -4.382)
H (2.827, 1.621, -2.759)
H (-4.192, 3.059, -0.645)
H (-1.178, 3.298, 1.575)
H (-2.637, 3.050, -5.277)
H (-5.168, 3.660, -1.993)
H (2.176, 4.139, -0.722)
H (0.623, 4.948, -4.309)
H (1.253, -3.454, 1.913)
H (0.075, -1.498, 6.557)
H (-3.732, 0.360, -2.193)

Computed properties:
* spin multiplicity: 5
* total energy: -419905.1500 eV
* gap between HOMO and LUMO (alpha / beta): 6.67 / 5.64 eV
* HOMO level (alpha / beta): -6.910 / -7.445 eV
* LUMO (alpha / beta): -0.24 / -1.80 eV

Record 6
A structure of composition C21H48Br8Cl10N2O2 in a non-equilibrium geometry, computed with ωB97M-V/def2-TZVPD.

Cartesian coordinates (Å):
Br (3.991, -3.196, 2.987)
Br (-1.616, 1.689, 0.951)
Br (-0.282, 4.351, -2.658)
Br (-3.921, -2.120, -0.921)
Br (-6.800, 0.183, -1.021)
Br (1.938, -5.288, 4.579)
Br (0.534, -1.124, 3.007)
Br (4.727, 1.406, 2.665)
Cl (4.557, 0.107, -1.629)
Cl (0.316, -3.343, -2.547)
Cl (2.897, -5.143, 0.478)
Cl (3.337, 5.376, 2.895)
Cl (4.207, -1.915, 0.472)
Cl (-1.537, -2.927, 3.121)
Cl (-2.809, -0.805, 1.640)
Cl (-2.431, -3.281, -3.561)
Cl (0.584, -3.421, 0.961)
Cl (1.752, 2.948, 2.377)
O (-1.138, 1.468, -2.968)
O (-0.076, -1.378, -0.742)
N (-4.679, 2.015, -3.840)
N (2.316, 0.696, 1.327)
C (-1.299, -2.530, -2.465)
C (4.695, -1.346, 3.380)
C (1.957, -3.725, -0.188)
C (-2.506, 1.189, -2.998)
C (-3.259, 2.308, -3.811)
C (1.361, 0.433, 0.252)
C (-0.259, 3.394, -0.948)
C (4.394, -0.193, 0.123)
C (-3.056, 3.814, -3.477)
C (-1.709, 3.076, -0.501)
C (-4.899, 0.599, -1.393)
C (1.928, 0.821, -1.149)
C (-2.369, -2.554, 1.634)
C (1.388, -3.748, 3.445)
C (-3.965, -0.125, -0.477)
C (3.714, -0.256, 2.892)
C (-1.305, -0.906, -0.308)
C (1.316, -2.444, 4.229)
C (0.911, -1.072, 0.274)
C (-0.324, 0.783, -2.027)
C (3.148, 3.632, 3.247)
H (0.373, 2.513, -1.055)
H (4.012, 3.092, 2.859)
H (0.583, 1.193, 0.334)
H (-2.624, 0.220, -3.481)
H (3.061, 3.549, 4.330)
H (2.822, 0.231, -1.353)
H (1.777, -1.695, 0.053)
H (1.525, -3.906, -1.172)
H (-4.865, 1.234, -4.453)
H (2.068, -3.752, 2.593)
H (2.309, -2.084, 4.498)
H (-2.919, 0.183, -0.474)
H (2.890, 0.020, 3.550)
H (-1.675, -2.585, -1.443)
H (-2.116, -1.376, -0.864)
H (-2.385, 2.674, -1.256)
H (3.238, -0.576, 1.965)
H (5.606, -1.181, 2.806)
H (-3.057, 1.236, -2.059)
H (0.564, -1.496, 1.216)
H (-1.249, -1.466, -2.696)
H (0.433, -3.953, 2.962)
H (3.525, 0.285, 0.573)
H (0.704, 1.142, -1.986)
H (-1.994, 4.047, -3.548)
H (-0.775, 1.026, -1.065)
H (2.581, -2.830, -0.193)
H (-0.349, -0.302, -2.128)
H (-1.545, -1.092, 0.739)
H (1.212, 0.545, -1.922)
H (2.555, 1.646, 1.570)
H (0.157, 4.000, -0.143)
H (2.207, 1.875, -1.178)
H (-3.266, -3.164, 1.529)
H (5.286, 0.148, 0.649)
H (-4.361, 0.020, 0.528)
H (4.941, -1.336, 4.442)
H (-5.151, 2.841, -4.178)
H (2.251, 0.127, 2.159)
H (-4.731, 1.669, -1.275)
H (-3.656, 4.418, -4.157)
H (0.678, -2.629, 5.093)
H (-2.203, 4.005, -0.219)
H (-2.948, 2.121, -4.839)
H (-4.632, 0.423, -2.435)
H (-1.887, -2.692, 0.666)
H (-3.373, 4.002, -2.451)
H (-1.323, 0.181, -0.395)

Computed properties:
* total energy: -715166.4128 eV
* gap between HOMO and LUMO: 8.50 eV
* HOMO level: -8.511 eV
* LUMO: -0.01 eV